[1]
Computed, not measured: an isolated molecule of C3H3NO2 at a distorted geometry, with ωB97M-V with the def2-TZVPD basis set.

```
9
Properties=species:S:1:pos:R:3:forces:R:3
C -1.0593 -0.5690 0.0675 0.0 0.0 -0.2
C 0.0809 0.1991 -0.3779 -1.0 0.5 -0.3
C 1.3692 -0.1795 0.0231 0.9 -0.4 1.4
O -2.1846 -0.1013 -0.0495 0.1 0.0 0.1
H -1.1098 1.5886 -0.6276 0.0 0.0 -0.2
N 2.5410 -0.5211 0.0907 0.6 0.0 -1.3
H -0.8731 -1.5805 0.4710 0.0 0.2 0.0
H 1.4194 -0.3118 1.1601 -0.8 0.2 0.3
O -0.1544 1.4566 -0.7981 0.1 -0.4 0.2
```
Positions in Å, forces in eV/Å.

Summary:
Energy above the lowest of the compared OMol25 structures with the same formula, charge and spin   5.106 eV
Energy   -321.18999 Ha
Spin multiplicity   1
Max |F|   1.76 eV/A
Charge   0

***

[2]
Computed, not measured: a structure of composition C11H15BN6O2Pd at a distorted geometry, with ωB97M-V with the def2-TZVPD basis set.

```
36
Properties=species:S:1:pos:R:3:forces:R:3
O 2.1246 0.6782 3.2488 -0.3 -0.1 -0.8
H -2.3517 -0.1232 -4.6747 -0.2 0.0 -0.4
H -3.1340 -0.7191 -0.4448 -0.1 0.0 0.2
C 2.2389 -1.8985 -1.3272 -0.7 0.8 -1.0
C -3.3358 -0.5444 -2.6818 -0.2 -0.1 0.0
H 2.4866 -2.2106 -0.3173 0.0 0.1 -0.3
C 2.0614 -1.5215 -3.5329 -0.1 0.0 0.6
H -1.5821 -0.6161 1.5669 0.0 0.2 0.1
C -2.7251 -0.5272 -1.4159 0.9 0.4 -1.7
N 1.3209 -0.9412 -1.5252 0.5 -0.9 -1.3
H 0.3896 0.1577 2.3747 -0.3 0.2 0.4
C 2.7288 -2.2973 -2.5795 0.1 -0.1 -0.2
C 0.9396 2.9599 -0.8069 -0.2 -0.9 -1.9
H -0.8719 -1.7943 2.6873 -0.1 -0.1 -0.2
H 1.0333 3.1171 -4.1266 0.1 0.3 -0.1
C 0.9621 2.9585 -3.0675 -0.2 -0.3 1.6
H -4.3662 -0.7702 -2.8615 -0.2 0.0 -0.2
H -2.0739 -2.2699 1.3979 0.2 -0.2 0.1
C 1.4682 0.3826 2.2659 0.9 0.0 0.3
H 0.2726 0.5479 -4.5860 0.1 0.0 0.1
B 0.2276 0.4007 -3.3983 -0.1 0.0 1.0
N 1.1898 -0.7263 -2.8800 0.5 0.1 1.1
N 0.5858 1.7357 -2.6252 0.3 0.0 1.1
H 2.1217 -1.4347 -4.6180 0.1 -0.3 0.5
H 3.4786 -3.0580 -2.7351 -0.1 0.1 -0.2
N 0.5989 1.7402 -1.2484 0.0 1.0 -0.8
N -1.4395 -0.2024 -1.5735 -0.5 -0.1 -0.8
O 1.8620 0.2416 1.0287 -0.1 0.2 1.1
H -0.3993 -1.8336 0.9414 -0.3 -0.2 0.5
H 1.4758 4.7969 -1.9020 0.1 0.1 -0.2
H 0.9880 3.1407 0.2533 0.1 0.1 0.0
Pd 0.1485 0.0354 -0.1119 0.0 0.1 -0.9
C -2.3542 -0.2250 -3.6130 0.4 0.0 1.6
C -1.2239 -1.6414 1.6654 0.0 0.0 -0.4
N -1.2052 -0.0163 -2.9295 -0.5 -0.1 1.4
C 1.1814 3.7665 -1.9358 -0.1 -0.3 -0.3
```
Positions in Å, forces in eV/Å.

Summary:
Energy above the lowest of the compared OMol25 structures with the same formula, charge and spin   0.000 eV
Energy   -1059.92815 Ha
Spin multiplicity   3
Max |F|   2.13 eV/A
Charge   0
⟨S²⟩   2.005

***

[3]
Computed, not measured: a cluster of 7 separate species, C27H55NO19 in total at a distorted geometry, with ωB97M-V with the def2-TZVPD basis set.

```
102
Properties=species:S:1:pos:R:3:forces:R:3
O 0.9185 -1.8197 -0.3145 -0.1 1.2 2.7
C -4.3015 3.9566 -0.9832 1.9 -0.8 0.1
H -7.4935 -2.3289 -3.7146 0.0 -0.9 0.8
H -3.1100 0.1289 -0.1741 0.0 0.1 0.8
C 4.0246 -0.2972 -1.8004 1.4 1.0 -0.2
C -6.6421 -3.1486 -1.1392 0.1 1.9 0.9
H -6.9981 -3.8534 -1.9065 0.2 -0.4 0.3
H -0.3196 0.5771 -1.1809 0.5 0.0 0.4
O 1.2081 -0.9763 1.8024 -0.6 1.2 1.8
H -8.7353 3.2106 0.8993 -0.5 -0.5 -0.5
C -0.7323 5.9467 3.8111 -1.1 0.5 0.0
C 4.4780 -0.0550 -3.2810 -0.5 -0.1 0.8
H 6.1215 -1.3743 5.2980 0.3 0.2 -0.3
H 6.1151 -7.3526 7.0910 0.3 0.0 -0.3
C 1.6846 -5.2088 -6.8990 1.1 3.8 -1.3
O 0.9568 -4.3881 -5.9520 -1.8 -4.4 -2.1
C -2.3195 0.7622 -0.5767 -0.3 -0.6 1.2
H 0.1956 -6.7373 -7.1586 -0.2 0.5 0.2
H 1.5341 -6.9605 -6.0075 -0.2 -1.1 -0.2
C 6.3967 1.5781 -3.5217 -1.1 -2.2 1.4
H -5.7906 -0.9643 0.0035 0.2 -0.9 -0.5
H -8.6773 -1.3865 -2.7432 0.0 0.1 -0.4
O 7.2418 0.7275 -3.2838 -0.7 1.6 -0.7
H 1.8318 -2.7414 -2.8851 -0.8 -1.2 0.0
C 0.5680 -1.1316 0.6742 2.4 -2.8 -4.5
H 4.2914 -2.6810 5.8823 0.3 0.0 0.1
H 1.5739 -4.8866 -7.9344 0.1 1.4 0.1
H 5.1859 -0.8488 -3.5195 0.0 0.3 -0.4
H 6.4309 -5.8536 7.9569 -0.1 0.1 -0.1
C 0.7672 2.0942 3.3870 -0.5 -0.2 1.1
H -4.3350 3.0298 -1.5560 -1.3 0.0 0.0
H -2.2002 1.6885 -0.0146 -0.4 0.1 -0.2
H -8.9266 5.1034 2.3968 0.5 -0.3 -0.2
C -9.4683 5.0915 1.4510 0.3 0.3 0.1
H 0.8518 1.0938 2.9627 -0.3 0.0 0.5
C -6.6504 3.9281 -0.4719 0.6 0.0 -2.2
H 3.5788 -1.2565 -1.5375 -0.1 -0.1 -0.8
O 5.0332 1.2854 -3.5403 0.9 0.4 0.2
H -2.7386 0.8847 -1.5754 0.7 0.5 -0.3
O 2.3691 -2.6901 -6.0818 -0.1 0.2 0.0
O -0.6453 4.6157 1.3515 0.2 -2.1 4.5
N -7.0104 -1.8468 -1.5700 1.6 -1.5 0.5
O -6.9115 2.9541 -1.1328 0.5 -0.4 0.5
C 2.4500 -1.5305 2.0908 1.5 -1.9 -0.4
C 6.7369 -6.4574 7.1026 0.2 0.6 1.0
C -7.6230 -1.6120 -2.9038 0.5 0.9 0.8
H 2.3483 -2.5822 2.3584 -0.2 -0.3 -0.5
C -0.9385 6.4003 5.2708 0.0 -0.6 0.1
O -6.0632 -3.4138 -0.0759 -1.2 0.4 -2.4
H 8.2055 3.6266 -4.6495 0.3 -0.3 0.2
C -1.0235 -0.0338 -0.6158 -0.8 1.1 -2.7
H 3.1472 -1.4439 1.2574 -0.2 0.0 -0.2
H 3.3707 0.4808 -1.4062 0.0 0.1 -0.2
H 4.8930 -1.0083 4.0553 0.2 0.5 0.2
O 0.0791 2.8054 2.3817 0.7 -1.4 -1.0
H -10.4607 4.7576 1.7539 -0.2 0.1 -0.5
O -5.4603 4.6159 -0.5126 -1.3 -0.6 0.3
H -1.7212 5.9997 3.3557 0.1 0.5 -0.4
H 0.2649 -1.8265 -2.8883 0.2 -0.3 -0.2
H -0.3918 5.9023 6.0716 1.1 0.1 -0.5
H 3.8644 -2.9842 4.2297 0.2 -0.6 -0.1
H -1.9214 6.0933 5.6280 -0.5 0.5 -0.5
H 6.2597 -1.9280 3.5892 0.0 -0.6 0.2
O -0.3663 4.6006 3.7234 0.5 -3.4 -1.8
H -5.9635 0.0899 -1.3730 0.1 -0.5 -0.8
C 1.2550 -6.5539 -6.9795 -0.9 -3.1 1.5
H 8.4015 2.7880 -2.9781 0.8 0.2 -0.6
C 6.1998 -4.4655 5.9410 -2.1 0.4 0.7
H 1.7699 2.4255 3.6572 0.0 0.6 -0.6
H 0.1520 2.2207 4.2779 0.2 -0.8 0.2
H 4.9680 -0.2693 -1.2552 -0.1 0.1 0.5
H -0.7990 7.4799 5.3269 -0.2 -0.1 0.2
O -7.5359 4.6015 0.2135 1.8 2.2 0.2
H -9.4824 4.0946 -0.4784 0.5 0.1 -0.3
H -9.4507 6.1289 1.1169 -0.4 0.0 -0.1
H 2.7212 -5.0564 -6.5984 0.1 -0.4 -0.3
H -7.0927 -0.7715 -3.3516 -0.3 0.5 0.3
H 3.5791 -0.0875 -3.8967 0.4 0.0 -0.4
O 6.5597 -5.7392 5.8891 0.0 -0.3 -1.3
O 6.3024 -3.7524 6.8916 0.9 0.7 1.1
C 1.3823 -3.2394 -5.6508 2.4 2.0 0.9
H -7.1693 -0.1228 -0.2382 -0.9 -0.2 -0.3
C -6.4577 -0.7088 -0.8199 -0.3 0.8 0.9
H -0.0217 6.5098 3.2061 -0.1 0.4 0.3
C -0.3794 3.9876 2.4318 -0.3 5.9 -2.2
O -0.4675 -0.3837 0.6368 -2.5 1.5 0.8
H 7.7749 4.4342 -3.1145 -0.2 0.0 -0.2
O 0.5942 -2.8328 -4.6838 -0.7 1.7 2.7
H -1.3139 -0.7747 -1.3606 0.8 -1.3 0.9
H 1.8217 -1.3599 -3.6539 -0.7 0.6 -0.9
H -3.6557 3.7002 -0.1434 -0.2 0.1 0.4
H 2.9846 -1.1625 2.9664 -0.9 1.1 0.0
H 1.7276 -7.0557 -7.8239 0.5 0.0 0.3
H -3.6392 4.5676 -1.5964 -0.7 0.8 0.0
H 7.7950 -6.6613 7.2663 -0.1 -0.3 -0.3
C 5.5868 -1.7608 4.4303 -0.2 1.4 0.2
C 7.8594 3.4759 -3.6270 -0.7 -0.7 0.8
O 6.5336 2.9004 -3.6595 -0.7 -0.3 -0.5
C -8.8361 4.1721 0.3959 -1.4 -1.0 2.2
O 5.4605 -4.1105 4.8866 -0.1 -1.1 -1.0
C 4.7184 -2.8686 4.8971 0.3 -0.9 -0.1
C 1.1155 -2.1710 -3.4765 0.8 0.4 -0.7
```
Positions in Å, forces in eV/Å.

Summary:
SMILES   CCOC(=O)OC.CCOC(=O)OC.CCOC(=O)OC.CCOC(=O)OC.CCOC(=O)OC.CCOC(=O)OC.CN(C)C=O
Energy   -2545.95675 Ha
Spin multiplicity   1
Max |F|   6.35 eV/A
Charge   0

***

[4]
Computed, not measured: an isolated molecule of C6H13NO at a distorted geometry, with ωB97M-V with the def2-TZVPD basis set.

```
21
Properties=species:S:1:pos:R:3:forces:R:3
C -0.3322 0.5683 -0.7064 0.8 -0.2 0.4
H 3.0726 1.4731 -0.4685 -0.2 0.2 0.4
C 2.0925 1.3368 -0.9277 0.1 -0.5 -0.1
H 0.6246 1.9361 0.4768 0.4 -0.1 0.6
H -0.8024 -1.9597 -0.6679 -0.1 -0.2 -0.1
C -1.4325 0.4532 0.3114 -3.2 -0.3 -0.2
H -2.5747 -2.4376 -0.5793 0.5 -0.1 -0.9
H -0.1801 -0.3751 -1.2184 0.1 0.1 -0.2
H 2.2219 0.0079 1.6059 0.0 0.6 0.0
H 1.3658 -1.0674 0.6215 -0.5 0.0 -0.1
H -0.6389 1.3134 -1.4380 0.0 0.1 0.0
H -1.6109 -2.7674 0.7256 0.7 0.4 0.3
N -2.1748 -0.7166 0.4101 2.3 -1.2 -0.5
C -1.6971 -2.0242 -0.0718 -2.0 -0.2 0.6
H -2.7936 -0.8095 1.1978 -0.1 0.7 0.0
C 1.2731 -0.0748 1.0712 0.3 0.1 0.2
H 0.4668 -0.0199 1.8027 0.1 -0.5 0.2
H 1.8275 2.2592 -1.4396 0.2 -0.1 -0.4
C 0.9623 0.9948 0.0331 -0.3 0.4 -0.4
H 2.2667 0.5072 -1.6216 -0.2 0.2 -0.3
O -1.9366 1.4023 0.8833 1.2 0.9 0.4
```
Positions in Å, forces in eV/Å.

Summary:
SMILES   CNC(=O)CC(C)C
Energy above the lowest of the compared OMol25 structures with the same formula, charge and spin   0.817 eV
Energy   -366.40389 Ha
Spin multiplicity   1
Max |F|   3.21 eV/A
Charge   0

***

[5]
Computed, not measured: a cluster of 2 separate species, C13H15ClO2 in total at a distorted geometry, with ωB97M-V with the def2-TZVPD basis set.

```
31
Properties=species:S:1:pos:R:3:forces:R:3
C -0.6920 2.7776 -1.5115 0.0 0.0 0.0
C -0.5922 5.1218 -0.9914 0.0 0.0 0.0
C -1.1825 4.8734 0.2403 0.0 0.0 0.0
H -0.5697 -5.0252 2.4599 0.6 -0.7 0.4
C -1.5316 3.5778 0.5952 0.0 0.0 0.0
C 0.2389 -4.4291 2.0581 0.2 -0.2 -0.1
H 1.3153 -3.7824 -1.0666 0.0 0.1 -0.1
H 0.7787 -3.7619 2.7218 -0.8 0.8 -0.1
O 0.7488 -0.9571 1.5285 -0.4 0.5 -0.2
H -1.5572 1.5187 -0.0020 0.0 0.0 0.0
C -0.3484 4.0743 -1.8687 0.0 0.0 0.0
H 0.4882 -5.5190 0.2946 -1.1 0.2 -0.4
C 0.5709 -4.5502 0.7747 0.3 0.0 0.1
C -1.2848 2.5300 -0.2808 0.0 -0.1 0.0
H -0.3221 6.1328 -1.2680 0.0 0.0 0.0
H -1.9951 3.3833 1.5536 0.0 0.0 0.0
C -0.3463 -1.6359 1.0800 0.1 -0.3 0.0
H 1.6396 -1.4758 -1.4522 0.0 0.2 -0.1
H 2.4294 -0.4723 0.4528 0.0 0.1 0.1
H -0.4989 1.9598 -2.1950 0.0 0.0 0.0
H 0.2047 -0.4947 -1.5542 -0.3 0.1 0.3
C 0.8086 -1.0805 -0.8673 0.5 -0.5 -0.2
C 1.3525 -0.3385 0.3695 0.5 -0.2 0.0
C 0.0776 -2.2847 -0.2374 0.1 1.0 -0.3
H -1.3710 5.6908 0.9243 0.0 0.0 0.0
H 0.1084 4.2686 -2.8306 0.0 0.0 0.0
H 2.0356 -3.0011 0.3165 -0.1 0.2 0.2
Cl -1.3285 -2.7867 -1.1904 0.0 -0.2 0.0
H 1.1309 0.7266 0.3935 -0.1 0.0 -0.1
C 1.0962 -3.4125 -0.0640 0.4 -0.8 0.1
O -1.4037 -1.6279 1.6169 0.0 -0.2 0.2
```
Positions in Å, forces in eV/Å.

Summary:
SMILES   C=CC[C@]1(Cl)CCOC1=O.c1ccccc1
Energy   -1114.98898 Ha
Spin multiplicity   1
Max |F|   1.18 eV/A
Charge   0

***

[6]
Computed, not measured: an isolated molecule of C5H9NO at a distorted geometry, with ωB97M-V with the def2-TZVPD basis set.

```
16
Properties=species:S:1:pos:R:3:forces:R:3
C 0.6844 -2.0963 0.1755 -0.7 0.3 0.1
H -1.3446 -0.0646 -1.1340 -0.1 0.1 0.3
C 0.6888 0.2295 -0.4949 -0.4 -0.4 0.1
H -1.3592 2.1754 0.3023 0.0 0.0 0.0
H 1.2051 -1.5079 -1.7419 0.1 0.1 0.1
C -0.8057 0.0921 -0.1901 -0.5 -0.4 0.5
H 1.0802 1.7420 0.6752 0.1 -0.2 0.0
H 2.4531 -1.0744 -0.5541 -0.2 0.0 0.0
O 1.4320 0.8525 0.5390 -0.1 0.2 0.0
C 1.3766 -1.1542 -0.7194 0.0 -0.1 -0.1
N -0.3857 -2.0732 0.6755 1.2 -2.4 0.7
C -1.3929 1.1539 0.7033 -0.2 0.2 0.1
H -0.8730 1.1430 1.6685 -0.2 0.1 -0.1
H 0.8573 0.7771 -1.4473 -0.3 -0.2 0.3
H -1.1739 -1.1079 0.6530 1.1 2.5 -2.1
H -2.4425 0.9131 0.8895 0.1 0.2 0.0
```
Positions in Å, forces in eV/Å.

Summary:
Energy above the lowest of the compared OMol25 structures with the same formula, charge and spin   4.195 eV
Energy   -325.78340 Ha
Spin multiplicity   1
Max |F|   3.45 eV/A
Charge   0